2 unconnected molecules or ions with the total composition C5H14N5, computed with the ωB97M-V functional and the def2-TZVPD basis.

Output
net charge	+1
molar mass	144.20	g/mol
HOMO level	-12.73	eV
multiplicity	1

```
24
Properties=species:S:1:pos:R:3:nbo_charge:R:1
C -1.868 -0.940 -0.485 0.72
C 1.495 -0.939 0.777 0.40
C 0.196 1.547 -0.548 -0.45
C 2.889 -0.240 -0.970 -0.45
C -2.932 0.700 1.195 -0.40
N 0.406 0.137 -0.880 -0.45
N 1.605 -0.364 -0.384 -0.21
N -2.036 -0.244 0.535 -0.62
N -1.535 -1.876 -1.152 -0.72
N 0.409 -0.835 1.556 -0.77
H 2.400 -1.400 1.106 0.22
H 0.665 2.288 -1.163 0.21
H -0.960 1.670 -0.677 0.23
H 0.302 1.656 0.563 0.21
H 3.504 -1.156 -0.933 0.24
H 2.776 -0.005 -2.067 0.24
H 3.458 0.600 -0.539 0.23
H -2.491 1.658 1.261 0.20
H -3.068 0.395 2.242 0.22
H -3.864 0.781 0.694 0.22
H 0.342 0.090 -1.856 0.38
H -1.694 -2.073 -2.140 0.43
H -0.453 -0.259 1.263 0.46
H 0.455 -1.191 2.603 0.45
```



2 unconnected molecules or ions with the total composition C5H14NO, computed with the ωB97M-V functional and the def2-TZVPD basis.

Output
net charge	-1
molar mass	104.17	g/mol
HOMO level	-2.78	eV
multiplicity	1

```
21
Properties=species:S:1:pos:R:3:nbo_charge:R:1
C 0.306 2.086 -0.678 -0.59
C 1.053 0.873 -0.155 -0.42
C 1.234 0.877 1.356 -0.38
C 1.686 -0.482 1.868 -0.62
H -0.619 2.214 -0.127 0.21
H 0.032 1.941 -1.720 0.21
H 0.910 2.998 -0.589 0.16
H 2.051 0.832 -0.619 0.16
H 0.526 -0.044 -0.417 0.28
H 0.276 1.127 1.818 0.19
H 1.930 1.660 1.660 0.16
H 0.943 -1.226 1.593 0.27
H 1.810 -0.483 2.953 0.18
H 2.626 -0.778 1.407 0.18
N -1.958 -0.048 -1.167 -0.93
C -1.456 -1.566 -1.076 0.16
O -0.762 -1.787 -0.006 -0.91
H -2.552 -0.039 -1.993 0.30
H -2.622 -0.104 -0.401 0.32
H -2.421 -2.122 -1.160 0.04
H -0.875 -1.612 -2.037 0.05
```



2 unconnected molecules or ions with the total composition C5H14NO, computed with the ωB97M-V functional and the def2-TZVPD basis.

Output
net charge	0
molar mass	104.17	g/mol
<S²>	0.754
HOMO level (alpha / beta)	-8.65 / -8.62	eV
multiplicity	2

```
21
Properties=species:S:1:pos:R:3:nbo_charge:R:1
C 0.606 -2.028 1.532 -0.14
O -0.076 -1.109 0.799 -0.29
C 2.110 -1.766 1.636 -0.64
H 0.424 -3.025 1.101 0.22
H 0.171 -2.088 2.547 0.20
H 2.627 -2.569 2.164 0.21
H 2.286 -0.837 2.177 0.21
H 2.528 -1.671 0.637 0.22
C -0.868 1.839 -0.323 -0.21
C -1.250 1.082 -1.621 -0.41
C -0.037 0.559 -2.381 -0.61
N -1.647 1.335 0.810 -0.85
H -1.141 2.886 -0.439 0.19
H 0.204 1.740 -0.146 0.16
H -1.913 1.702 -2.228 0.20
H -1.848 0.242 -1.263 0.21
H 0.508 -0.128 -1.736 0.21
H 0.649 1.369 -2.629 0.20
H -0.323 0.089 -3.323 0.21
H -1.698 1.960 1.598 0.36
H -1.314 0.419 1.089 0.37
```



2 unconnected molecules or ions with the total composition C5H14NO, computed with the ωB97M-V functional and the def2-TZVPD basis.

Output
net charge	+1
molar mass	104.17	g/mol
HOMO level	-14.63	eV
multiplicity	1

```
21
Properties=species:S:1:pos:R:3:nbo_charge:R:1
C -2.050 1.644 -0.602 -0.62
C -1.659 0.258 -0.003 -0.40
C -0.258 0.377 0.655 -0.46
C 0.856 0.638 -0.316 -0.25
C 0.699 -1.402 -1.592 0.13
N 0.798 -0.142 -1.590 -0.38
H -1.925 2.451 0.123 0.22
H -1.521 1.880 -1.525 0.19
H -3.111 1.587 -0.844 0.23
H -2.448 -0.036 0.696 0.24
H -1.589 -0.521 -0.748 0.18
H -0.202 1.052 1.508 0.26
H -0.069 -0.485 1.305 0.26
H 0.765 1.669 -0.664 0.23
H 1.789 0.437 0.209 0.25
H 0.762 -2.098 -2.420 0.24
H 0.678 -1.880 -0.604 0.23
H 0.813 0.461 -2.405 0.45
H 1.065 -1.449 3.568 0.48
H 2.276 -0.875 2.974 0.48
O 1.443 -1.279 2.715 -0.95
```



2 unconnected molecules or ions with the total composition C5H14NO, computed with the ωB97M-V functional and the def2-TZVPD basis.

Output
net charge	+1
molar mass	104.17	g/mol
HOMO level	-15.19	eV
multiplicity	1

```
21
Properties=species:S:1:pos:R:3:nbo_charge:R:1
C -1.759 -0.337 1.790 -0.60
C -0.729 0.660 1.268 -0.41
C -0.940 0.971 -0.219 -0.42
C 0.117 0.457 -1.216 -0.23
C 2.475 1.012 -1.202 0.13
N 1.482 0.456 -0.659 -0.37
H -1.850 -1.189 1.104 0.19
H -1.519 -0.734 2.775 0.23
H -2.745 0.122 1.798 0.22
H -0.874 1.590 1.809 0.23
H 0.257 0.328 1.500 0.17
H -1.889 0.649 -0.614 0.24
H -1.002 2.035 -0.365 0.22
H -0.128 -0.553 -1.496 0.26
H 0.207 1.008 -2.146 0.22
H 3.492 0.943 -0.836 0.23
H 2.404 1.641 -2.084 0.23
H 1.632 -0.140 0.150 0.44
H 1.067 -2.984 0.030 0.47
H -0.299 -3.105 -0.585 0.48
O 0.604 -2.830 -0.802 -0.95
```



Energy relative to the best compared isomer or geometry (same formula, charge and spin), respectively: 190.4; 33.8; 93.1; 185.3; 166.4 kJ/mol.